[1]
One molecule with the formula C4H7NO. Source: the Open Molecules 2025 dataset; level of theory: the ωB97M-V functional and the def2-TZVPD basis.

The geometry in XYZ format:
```
13
Properties=species:S:1:pos:R:3:lowdin_charge:R:1
C 1.5375 0.7891 0.1973 -0.100
N -0.8909 -0.5546 -0.9689 0.027
C -1.9783 0.1571 -0.2851 -0.306
C -0.1342 -1.0944 0.0759 -0.197
C 0.8560 -0.4443 0.6980 -0.143
O -2.6423 -0.2352 0.6285 0.068
H -0.3807 -0.0205 -1.6610 0.108
H -2.2875 0.9722 -0.9561 0.124
H -0.5896 -1.9716 0.5189 0.112
H 1.3415 -0.9530 1.5174 0.095
H 2.6187 0.7147 0.3288 0.073
H 1.1898 1.6552 0.7668 0.079
H 1.3600 0.9852 -0.8605 0.061
```

Summary:
calculated total energy	-286.56609	Eh
highest occupied orbital energy	-9.2074	eV
strongest force on any atom	3.59	eV/Å
SMILES string	C/C=C\NC=O
Kohn-Sham gap	10.1	eV



[2]
C38H29AsN6O3PbS2 as an isolated structure. Source: the Open Molecules 2025 dataset; level of theory: the ωB97M-V functional and the def2-TZVPD basis.

The geometry in XYZ format:
```
80
Properties=species:S:1:pos:R:3:lowdin_charge:R:1
Pb 2.7312 -15.8670 6.8993 1.028
O 4.7344 -12.5250 9.0274 0.131
C 4.0607 -13.4551 8.7805 -0.509
N 3.5965 -13.7990 7.5324 0.042
C 3.6880 -12.8480 6.4866 -0.402
O 4.4054 -11.8920 6.3775 0.111
C 2.7341 -13.0695 5.3267 -0.228
C 2.8005 -12.1471 4.2738 0.038
C 1.8824 -12.3035 3.2428 -0.030
C 1.0051 -13.3705 3.2888 -0.027
C 1.1038 -14.2433 4.3559 -0.117
N 1.9548 -14.0846 5.3685 0.025
C 3.6197 -14.4515 9.8307 -0.217
C 3.8919 -14.2232 11.1757 0.022
C 3.3915 -15.1338 12.1031 -0.026
C 2.6612 -16.2381 11.6980 -0.044
C 2.4088 -16.3567 10.3522 -0.134
N 2.8791 -15.4872 9.4417 0.013
H 3.5917 -11.3843 4.3670 0.134
H 1.8022 -11.5209 2.5420 0.100
H 0.2636 -13.4461 2.5179 0.109
H 0.5638 -15.1874 4.3954 0.099
H 4.4706 -13.3824 11.4483 0.110
H 3.6542 -14.9682 13.1342 0.112
H 2.3232 -16.9579 12.3756 0.097
H 1.7218 -17.1408 9.9730 0.120
N -0.5523 -18.7484 7.1542 0.056
C 0.2002 -17.8289 6.4846 -0.875
S 0.2202 -16.2392 7.3106 0.596
N 0.7199 -18.1273 5.3769 0.024
N 1.7398 -17.2629 5.0015 -0.132
C 2.2041 -17.2677 3.8345 -0.086
C 3.2590 -16.3468 3.3314 -0.152
C 3.2705 -16.3089 1.9270 -0.076
C 4.2812 -15.6618 1.3076 -0.125
C 5.2669 -14.9089 1.9807 -0.055
C 5.3162 -14.9934 3.3839 0.015
C 4.2745 -15.7089 4.0634 -0.344
O 4.3680 -15.8362 5.3850 -0.271
H -1.3606 -18.4070 7.6729 0.082
H -0.6988 -19.6286 6.6416 0.110
H 1.7187 -17.9017 3.0480 0.141
H 2.5545 -16.9211 1.3552 0.117
H 4.3602 -15.8392 0.2285 0.103
H 6.0245 -14.4577 1.3731 0.093
H 5.9709 -14.4611 4.0387 0.106
S 3.7074 -18.2404 7.3283 0.662
C 4.1720 -18.4319 9.0211 -0.684
C 3.5095 -19.4001 9.7662 -0.141
C 3.7700 -19.5748 11.1125 -0.078
C 4.8248 -18.8466 11.6847 -0.082
C 5.4758 -17.8838 10.9559 -0.131
C 5.1954 -17.6902 9.6435 -0.454
As 6.1292 -16.4180 8.5748 1.344
C 7.4796 -15.7793 9.8946 -0.362
C 7.4829 -14.4328 10.2665 -0.107
C 8.4086 -13.8910 11.1677 -0.055
C 9.3404 -14.7858 11.7315 -0.088
C 9.4350 -16.0798 11.2598 -0.095
C 8.5126 -16.5702 10.3521 -0.125
C 7.2419 -17.6941 7.6382 -0.373
C 7.7914 -17.1789 6.4399 -0.099
C 8.6998 -17.9519 5.6847 -0.072
C 9.1157 -19.1854 6.1725 -0.101
C 8.7093 -19.5840 7.4075 -0.127
C 7.7494 -18.9401 8.1073 -0.118
H 2.7485 -20.0734 9.3302 0.115
H 3.2358 -20.3557 11.6509 0.105
H 5.2027 -19.0653 12.6648 0.100
H 6.2905 -17.3282 11.4794 0.118
H 6.8057 -13.8046 9.7970 0.053
H 8.4212 -12.8408 11.4678 0.106
H 10.0755 -14.5077 12.4543 0.091
H 10.1861 -16.7952 11.5236 0.097
H 8.6365 -17.6005 9.9118 0.107
H 7.4835 -16.2040 6.0812 0.086
H 8.9873 -17.6575 4.6927 0.095
H 9.7807 -19.7741 5.5377 0.108
H 9.1299 -20.5170 7.7943 0.112
H 7.3803 -19.3630 9.0506 0.112
```

Summary:
calculated total energy	-5244.69204	Eh
highest occupied orbital energy	-7.8008	eV
strongest force on any atom	3.52	eV/Å
Kohn-Sham gap	6.2	eV



Per-record energy above the lowest of the compared OMol25 structures with the same formula, charge and spin, kcal/mol: 41.1; 16.0